(1)
Here is C4H5Cl2IO as an isolated structure from the Open Molecules 2025 dataset. Energies are from the ωB97M-V functional and the def2-TZVPD basis.

- DFT total energy (Eh) = -1448.5914
- gap between HOMO and LUMO (eV) = 8.8945
- maximum force (eV Å⁻¹) = 4.32
- LUMO (eV) = -0.1865

Cartesian coordinates (Å):
C: -0.076 1.860 -1.536
C: -0.338 0.792 -0.827
C: 0.245 -0.826 0.783
C: -1.690 2.763 -2.730
O: 0.649 0.163 -0.139
Cl: -0.912 3.937 -3.721
Cl: -2.772 3.452 -1.575
I: -2.553 1.138 -3.822
H: 0.804 2.417 -1.758
H: -1.337 0.373 -0.760
H: 1.166 -1.221 1.208
H: -0.306 -1.633 0.291
H: -0.369 -0.397 1.578

Results of the Mulliken charge analysis, in e, for atoms 1 through 4: C -0.3619; C 0.0420; C -0.6919; C -0.1289



(2)
Here is an isolated ion of composition C4H5Cl2N2 and charge +1 from the Open Molecules 2025 dataset. Energies are from the ωB97M-V functional and the def2-TZVPD basis.

- DFT total energy (Eh) = -1184.8848
- gap between HOMO and LUMO (alpha / beta) (eV) = 8.1006 / 8.1017
- maximum force (eV Å⁻¹) = 2.75
- LUMO (alpha / beta) (eV) = -5.4674 / -5.4671
- net charge = +1

Cartesian coordinates (Å):
C: 0.197 -1.070 1.650
C: 0.499 0.193 0.808
C: -0.988 -0.488 -1.007
C: 0.119 1.418 -1.254
N: 0.004 0.216 -0.366
N: -0.521 -1.929 1.040
Cl: 1.141 1.627 1.447
Cl: -0.676 -1.410 -2.303
H: 0.580 -1.065 2.721
H: 1.085 1.380 -1.888
H: -0.690 1.587 -1.976
H: 0.035 2.226 -0.483
H: -0.785 -2.686 1.612

Results of the Mulliken charge analysis, in e, for atoms 1 through 4: C 0.0379; C 0.4834; C 0.0736; C -1.0548



(3)
Here is one molecule with the formula C4H5Cl2N3 from the Open Molecules 2025 dataset. Energies are from the ωB97M-V functional and the def2-TZVPD basis.

- DFT total energy (Eh) = -1240.0262
- gap between HOMO and LUMO (eV) = 9.1164
- maximum force (eV Å⁻¹) = 4.97
- LUMO (eV) = 0.4569
- SMILES string = [H]/N=C(Cl)/C=C\N=C(\N)Cl

Cartesian coordinates (Å):
C: 0.630 1.273 1.179
C: -0.622 1.250 0.740
C: 1.515 0.114 0.875
C: -1.038 -0.326 -0.918
N: -1.333 0.248 0.179
N: 1.134 -0.956 0.356
N: -1.566 -1.452 -1.383
Cl: 3.199 0.550 1.241
Cl: -0.505 0.740 -2.275
H: 0.980 1.967 1.804
H: -1.209 2.045 1.100
H: 1.929 -1.567 -0.001
H: -1.090 -1.831 -2.114
H: -2.023 -2.056 -0.783

Results of the Mulliken charge analysis, in e, for atoms 1 through 4: C -0.7511; C -0.1624; C 0.6466; C 0.6659



(4)
Here is one molecule with the formula C4H5Cl3 from the Open Molecules 2025 dataset. Energies are from the ωB97M-V functional and the def2-TZVPD basis.

- DFT total energy (Eh) = -1535.8589
- gap between HOMO and LUMO (alpha / beta) (eV) = 8.7940 / 7.0301
- maximum force (eV Å⁻¹) = 3.68
- LUMO (alpha / beta) (eV) = 0.0765 / -0.8462

Cartesian coordinates (Å):
C: -1.095 0.185 -1.066
C: -0.113 0.923 -0.022
C: -2.520 -0.272 -0.629
C: 0.657 0.028 0.873
Cl: -0.419 2.487 0.405
Cl: -3.558 1.027 0.004
Cl: -2.461 -1.552 0.444
H: -1.264 0.962 -1.865
H: -0.539 -0.739 -1.469
H: 0.669 -0.902 0.207
H: 0.000 -0.189 1.708
H: 1.550 0.523 1.169

Results of the Mulliken charge analysis, in e, for atoms 1 through 4: C -0.7979; C 0.3582; C 0.2248; C -0.9308



(5)
Here is one molecule with the formula C4H5Cl4O2P from the Open Molecules 2025 dataset. Energies are from the ωB97M-V functional and the def2-TZVPD basis.

- DFT total energy (Eh) = -2487.9655
- gap between HOMO and LUMO (eV) = 6.9461
- maximum force (eV Å⁻¹) = 3.53
- LUMO (eV) = -2.3353

Cartesian coordinates (Å):
C: -1.438 0.229 -2.510
C: -0.062 1.007 0.572
C: 0.215 -0.175 -0.390
C: -0.229 0.421 -1.768
O: -1.575 0.300 -3.698
O: 0.287 2.851 -3.245
P: 0.718 1.643 -2.482
Cl: -2.884 -0.357 -1.527
Cl: 0.977 -1.469 -4.592
Cl: 2.436 1.960 -1.618
Cl: 1.670 0.469 -4.582
H: 0.235 1.925 0.054
H: 0.407 1.005 1.561
H: -1.101 0.937 0.961
H: -0.399 -0.943 -0.096
H: 1.269 -0.506 -0.380

Results of the Mulliken charge analysis, in e, for atoms 1 through 4: C 0.4054; C -0.8754; C -0.7234; C 0.1993



(6)
Here is C4H5ClF2S as an isolated structure from the Open Molecules 2025 dataset. Energies are from the ωB97M-V functional and the def2-TZVPD basis.

- DFT total energy (Eh) = -1213.2720
- gap between HOMO and LUMO (eV) = 9.1173
- maximum force (eV Å⁻¹) = 4.96
- LUMO (eV) = -0.3754

Cartesian coordinates (Å):
C: 0.097 -0.937 1.407
C: -0.276 0.346 0.535
C: 0.515 0.786 -0.632
C: -0.818 0.443 -0.834
H: -0.767 -0.619 2.590
H: 1.497 -0.891 1.604
H: -0.449 -2.030 0.838
H: 0.590 1.853 -0.483
H: 1.123 -1.132 -2.387
F: -0.424 1.530 1.324
F: -1.711 1.511 -0.839
S: 1.921 -0.169 -1.100
Cl: -1.297 -0.692 -2.024

Results of the Mulliken charge analysis, in e, for atoms 1 through 4: C -0.8064; C 0.5135; C -0.6081; C 0.5370



(7)
Here is a 2-piece molecular cluster, C4H5ClF4IP overall from the Open Molecules 2025 dataset. Energies are from the ωB97M-V functional and the def2-TZVPD basis.

- DFT total energy (Eh) = -1654.0275
- gap between HOMO and LUMO (eV) = 9.0197
- maximum force (eV Å⁻¹) = 4.20
- LUMO (eV) = -1.1245

Cartesian coordinates (Å):
C: 0.671 -1.160 -1.415
C: 0.368 -1.070 0.075
C: -0.105 0.298 0.500
C: -1.274 0.949 -0.151
F: -0.484 -2.051 0.436
F: 1.524 -1.320 0.760
F: -0.957 -0.014 2.206
F: -1.775 1.917 0.631
P: 1.260 1.416 0.934
Cl: -0.619 1.792 -1.602
I: -2.917 -0.339 -0.710
H: 1.023 -2.170 -1.618
H: -0.219 -0.971 -2.009
H: 1.452 -0.447 -1.670
H: 1.588 0.777 2.119
H: 0.464 2.396 1.515

Results of the Mulliken charge analysis, in e, for atoms 1 through 4: C -1.3118; C 0.7877; C 0.4568; C -0.0407



(8)
Here is a 2-piece molecular cluster, C4H5ClFP overall from the Open Molecules 2025 dataset. Energies are from the ωB97M-V functional and the def2-TZVPD basis.

- DFT total energy (Eh) = -1056.6764
- gap between HOMO and LUMO (alpha / beta) (eV) = 8.1013 / 4.8878
- maximum force (eV Å⁻¹) = 4.55
- LUMO (alpha / beta) (eV) = -1.9526 / -3.5410

Cartesian coordinates (Å):
C: 1.029 -0.812 0.622
C: 0.855 0.466 0.981
C: 0.327 -0.745 -0.648
C: 0.268 0.811 -0.384
F: -1.680 2.087 0.859
P: -1.378 1.505 -0.615
Cl: -2.970 -1.955 -0.422
H: 1.459 -1.547 1.249
H: 0.947 1.191 1.756
H: 0.861 -1.148 -1.654
H: -0.626 -1.133 -0.706
H: 0.907 1.282 -1.037

Results of the Mulliken charge analysis, in e, for atoms 1 through 4: C -0.2598; C -0.5163; C -0.3236; C 0.1630